Computed, not measured: a structure of composition C5H6N2OS, with wB97M-V/def2-TZVPD.

Output
Energy above the lowest of the compared OMol25 structures with the same formula, charge and spin ... 2.807 eV
Total charge ... 0
Maximum force ... 0.11164 hartree/bohr
Frontier orbital gap ... 9.15 eV
Total energy ... -776.96489 a.u.

Positions of all 15 atoms, in Å:
1 C 2.94 0.47 -0.41
2 C 1.73 1.13 -0.62
3 C 1.41 -0.83 0.46
4 C -0.53 0.62 -0.18
5 C -2.87 -0.76 0.38
6 N 2.66 -0.69 0.42
7 N 0.75 0.29 -0.15
8 O -1.47 -0.84 0.18
9 S -1.29 1.91 -0.54
10 H 3.91 0.88 -0.50
11 H 1.50 1.94 -1.33
12 H 0.90 -1.67 0.95
13 H -3.09 -0.61 1.43
14 H -3.27 -1.76 0.15
15 H -3.28 -0.07 -0.26

Mulliken atomic charge list, values in e, 5 entries:
1 C -0.57
2 C -0.20
3 C 0.13
4 C 0.66
5 C -0.69

---

Computed, not measured: the molecule C5H11NO2, with wB97M-V/def2-TZVPD.

Output
Energy above the lowest of the compared OMol25 structures with the same formula, charge and spin ... 2.624 eV
Total charge ... 0
Maximum force ... 0.06997 hartree/bohr
Frontier orbital gap ... 10.67 eV
Total energy ... -402.28172 a.u.
SMILES string ... C[C@@H](O)[C@@H](C)NC=O

Positions of all 19 atoms, in Å:
1 C -1.23 -0.64 1.70
2 C -1.10 0.18 0.39
3 O -0.99 1.59 0.57
4 C -0.03 -0.28 -0.55
5 C -0.39 0.17 -1.93
6 N 1.20 0.11 0.13
7 C 2.51 -0.34 0.07
8 O 3.30 0.04 0.97
9 H -0.37 -0.99 2.27
10 H -1.45 -1.64 1.33
11 H -1.85 -0.04 2.54
12 H -2.11 0.29 -0.08
13 H -0.08 1.95 0.50
14 H -0.04 -1.43 -0.67
15 H -1.42 -0.20 -2.22
16 H -0.28 1.25 -2.05
17 H 0.24 -0.10 -2.79
18 H 1.24 1.01 0.61
19 H 2.86 -0.95 -0.80

Mulliken atomic charge list, values in e, 5 entries:
1 C -1.38
2 C 0.32
3 O -0.53
4 C 0.44
5 C -1.48

---

Computed, not measured: the molecule C4H9NO2, with wB97M-V/def2-TZVPD.

Output
Energy above the lowest of the compared OMol25 structures with the same formula, charge and spin ... 1.814 eV
Total charge ... 0
Maximum force ... 0.00988 hartree/bohr
Frontier orbital gap ... 9.80 eV
Total energy ... -363.01888 a.u.
SMILES string ... C[C@@H](C=O)NCO

Positions of all 16 atoms, in Å:
1 C -1.25 1.60 -0.09
2 C -0.37 0.45 0.38
3 C -1.11 -0.88 0.26
4 O -0.82 -1.86 0.91
5 N 0.87 0.44 -0.40
6 C 1.64 -0.81 -0.39
7 O 1.96 -1.20 0.91
8 H -0.71 2.55 -0.03
9 H -2.16 1.68 0.50
10 H -1.54 1.44 -1.14
11 H -0.10 0.57 1.44
12 H -1.92 -0.93 -0.50
13 H 0.70 0.74 -1.35
14 H 1.12 -1.63 -0.91
15 H 2.57 -0.62 -0.92
16 H 1.17 -1.63 1.28

Mulliken atomic charge list, values in e, 5 entries:
1 C -1.63
2 C 0.47
3 C -0.06
4 O -0.50
5 N -0.34